(1)
Below is a molecular structure, C29H36AuBN12O4P, with properties calculated with the ωB97M-V functional and the def2-TZVPD basis.

Results
Expectation value of S²: 3.768
Net charge: +2
HOMO level (spin up / spin down) in Eh: -0.4864 / -0.4864
Max |F| in eV Å⁻¹: 0.713
2S+1: 4
Kohn-Sham gap (spin up / spin down) in eV: 7.564 / 3.720

Last column: Löwdin spin population.
Positions of all 84 atoms, in Å:
Au 0.816 0.196 0.500  0.6117
C 0.089 3.569 -0.971  0.0013
C -0.893 3.012 0.005  0.0033
C -2.184 3.440 0.321  0.0012
C -2.646 2.528 1.249  0.0005
N -1.685 1.615 1.469  0.0036
N -0.606 1.918 0.709  0.0485
B -1.743 0.350 2.389  0.0004
N -1.839 -0.928 1.495  0.0086
C -2.843 -1.786 1.259  -0.0003
C -2.402 -2.757 0.384  0.0032
C -1.078 -2.436 0.110  0.0071
C -0.095 -3.186 -0.721  -0.0007
N -0.746 -1.326 0.778  0.1149
N -0.381 0.227 3.187  0.0112
C -0.177 0.117 4.506  -0.0005
C 1.182 0.046 4.747  0.0059
C 1.785 0.112 3.495  0.0177
C 3.224 0.064 3.119  0.0034
N 0.822 0.222 2.577  0.1827
N -2.853 0.522 3.369  -0.0002
C -2.984 1.557 4.246  0.0000
C -4.173 1.407 4.901  0.0000
C -4.737 0.233 4.355  -0.0001
C -6.051 -0.401 4.700  0.0000
N -3.952 -0.295 3.438  0.0000
H -0.054 4.641 -1.099  0.0001
H 1.110 3.404 -0.623  0.0010
H -0.029 3.102 -1.952  0.0000
H -2.702 4.301 -0.062  0.0002
H -3.587 2.471 1.770  0.0002
H -3.782 -1.648 1.767  0.0005
H -2.956 -3.604 0.021  0.0008
H -0.610 -3.814 -1.446  -0.0001
H 0.553 -2.505 -1.266  -0.0001
H 0.526 -3.835 -0.102  -0.0003
H -1.012 0.094 5.185  0.0007
H 1.670 -0.042 5.701  0.0016
H 3.851 0.187 4.000  0.0000
H 3.476 -0.898 2.666  0.0002
H 3.465 0.871 2.425  0.0017
H -2.228 2.321 4.330  0.0000
H -4.585 2.041 5.668  0.0000
H -6.469 0.051 5.597  0.0000
H -6.770 -0.273 3.891  0.0000
H -5.930 -1.468 4.881  0.0000
C 5.614 -1.466 -1.494  0.0252
N 4.496 -1.769 -2.372  0.1995
C 4.591 -1.100 -3.663  0.0129
N 4.611 0.321 -3.272  0.4610
C 5.776 0.698 -2.466  0.0335
N 5.626 -0.025 -1.209  0.2892
C 4.633 0.447 -0.355  0.2593
P 2.729 0.117 -1.288  0.2885
C 3.201 -1.639 -1.739  0.0442
C 3.387 0.930 -2.905  0.0876
H 6.551 -1.737 -1.978  0.0012
H 5.511 -2.020 -0.563  0.0039
H 3.723 -1.306 -4.283  0.0009
H 5.519 -1.355 -4.168  0.0012
H 5.783 1.773 -2.304  0.0034
H 6.686 0.381 -2.971  0.0024
H 4.663 1.523 -0.201  0.0115
H 4.554 -0.110 0.573  0.0139
H 2.440 -2.022 -2.409  0.0024
H 3.194 -2.221 -0.813  0.0120
H 3.536 1.991 -2.706  0.0110
H 2.628 0.753 -3.662  0.0104
O 1.228 -0.886 -3.874  0.0133
C 0.500 -0.468 -3.008  0.0188
O 1.042 0.037 -1.844  0.1546
C -0.964 -0.370 -3.076  0.0050
C -1.718 0.202 -2.051  0.0007
C -3.098 0.226 -2.148  0.0001
C -3.680 -0.316 -3.276  -0.0003
C -2.961 -0.881 -4.312  0.0005
C -1.582 -0.908 -4.207  0.0009
N -5.165 -0.286 -3.385  0.0000
O -5.646 -0.694 -4.415  0.0000
O -5.775 0.096 -2.414  0.0000
H -1.249 0.641 -1.181  0.0012
H -3.717 0.656 -1.374  0.0000
H -3.478 -1.283 -5.170  0.0001
H -0.982 -1.348 -4.990  0.0000


(2)
Below is a molecular structure, C30H47ClP2Pb at a distorted geometry, with properties calculated with the ωB97M-V functional and the def2-TZVPD basis.

Results
Net charge: +2
HOMO level (spin up / spin down) in Eh: -0.4356 / -0.4356
Max |F| in eV Å⁻¹: 1.970
Energy relative to the best compared isomer or geometry (same formula, charge and spin) in kcal per mole: 24.7
Kohn-Sham gap (spin up / spin down) in eV: 3.678 / 3.783

Last column: Mulliken charge in e.
Positions of all 81 atoms, in Å:
Pb -1.973 2.217 2.282  0.9683
C 1.880 -1.128 -0.487  0.4421
C 1.633 0.005 -1.313  0.6836
C 2.217 0.761 0.781  0.9926
C 2.257 -0.658 0.803  0.3180
C 1.809 1.169 -0.519  0.3430
C 1.888 -2.530 -0.940  -1.3266
H 1.035 -2.724 -1.603  0.0428
H 1.827 -3.219 -0.087  0.3761
H 2.808 -2.767 -1.503  0.3762
C 2.699 -1.477 1.948  -0.8304
H 2.855 -2.517 1.633  0.4620
H 1.956 -1.464 2.762  -0.1066
H 3.643 -1.082 2.362  0.3287
C 2.636 1.631 1.900  -1.1440
H 3.645 1.342 2.252  0.3324
H 1.948 1.539 2.761  0.1417
H 2.669 2.684 1.580  0.4295
C 1.739 2.555 -1.024  -1.6792
H 2.706 2.883 -1.452  0.3320
H 1.473 3.258 -0.222  0.4625
H 0.987 2.626 -1.825  0.3775
C 1.299 -0.002 -2.750  -1.2384
H 1.983 0.655 -3.312  0.5006
H 0.270 0.358 -2.929  -0.1377
H 1.388 -1.015 -3.161  0.4816
C -2.329 -1.788 -1.105  -0.7608
C -1.568 -2.097 -2.163  -0.6704
C -1.781 -1.732 -3.596  -0.9077
C -2.792 -0.581 -3.925  -0.5318
C -2.402 0.720 -3.309  -1.1581
C -2.931 1.297 -2.217  -0.8919
C -3.172 0.580 -0.915  0.9477
C -3.551 -0.928 -1.082  -0.8057
H -2.128 -2.619 -4.155  0.5502
H -3.837 -0.885 -3.691  -0.1304
H -0.807 -1.471 -4.049  0.1341
H -4.194 -1.077 -1.979  -0.1012
H -2.080 -2.254 -0.139  0.4667
H -0.735 -2.786 -2.005  0.6830
H -4.157 -1.250 -0.212  0.7395
H -2.243 0.645 -0.307  -0.3976
H -2.938 2.404 -2.156  0.9539
H -3.956 1.089 -0.304  0.2451
H -2.753 -0.447 -5.024  0.5851
H -1.663 1.302 -3.889  0.7078
P -6.060 0.162 -1.853  1.1053
C -7.437 -0.907 -1.277  -1.3995
C -6.494 0.125 -3.638  -1.6298
P -5.293 3.072 -1.341  0.3425
C -6.704 1.825 -1.400  -1.4093
C -5.227 3.382 -3.178  -1.0943
C -6.358 4.502 -0.856  -1.1171
H -7.663 -0.687 -0.230  0.3813
H -7.117 -1.952 -1.358  0.3674
H -8.330 -0.744 -1.904  0.4020
H -7.592 0.180 -3.738  0.4864
H -6.165 -0.822 -4.077  0.4556
H -6.036 0.931 -4.213  0.3054
H -7.328 4.459 -1.373  0.3479
H -5.826 5.438 -1.080  0.3773
H -6.514 4.429 0.227  0.3567
H -7.157 1.762 -0.384  0.5018
H -7.482 2.138 -2.139  0.5729
H -4.895 4.419 -3.330  0.4499
H -6.192 3.243 -3.684  0.4115
H -4.477 2.745 -3.659  0.1659
Cl -0.603 -0.290 2.546  0.1082
C -0.109 -0.016 4.252  0.5234
C 0.795 -0.884 4.875  -0.7098
C 1.486 -0.425 6.019  -0.5839
C 1.236 0.874 6.482  -0.5916
C 0.182 1.624 5.958  -0.6760
C -0.611 1.110 4.907  0.7674
C -1.929 1.661 4.499  -1.8248
H 0.938 -1.921 4.555  0.7022
H 2.175 -1.113 6.555  0.4057
H 1.840 1.251 7.316  0.4327
H -0.052 2.597 6.374  0.4400
H -2.324 2.431 5.142  0.5738
H -2.718 0.913 4.390  0.4670


(3)
Below is a molecular structure, C11H19F3N4OS2SiTa, with properties calculated with the ωB97M-V functional and the def2-TZVPD basis.

Results
Net charge: +3
HOMO level in Eh: -0.6667
Max |F| in eV Å⁻¹: 0.617
Energy relative to the best compared isomer or geometry (same formula, charge and spin) in kcal per mole: 24.1
Kohn-Sham gap in eV: 6.649

Last column: Mulliken charge in e.
Positions of all 42 atoms, in Å:
Ta 0.574 0.638 1.244  0.8535
N -2.437 -1.897 4.850  -0.3408
C -1.604 -0.889 4.620  0.2262
C -0.954 -0.686 3.381  -0.0206
N -0.154 0.387 3.223  -0.2191
C 0.053 1.253 4.227  -0.1677
C -0.564 0.993 5.451  -0.4891
N -1.358 -0.037 5.633  -0.4431
H -2.725 -2.550 4.140  0.2146
H -2.860 -1.972 5.764  0.2775
H -1.088 -1.367 2.545  0.4632
H 0.686 2.112 4.054  0.5582
H -0.401 1.654 6.294  0.4024
S 2.883 0.810 0.723  -0.3032
C 3.355 -0.856 1.026  0.5664
N 4.274 -1.468 0.356  -0.1367
C 4.594 -2.846 0.794  -0.5938
C 3.386 -3.326 1.609  -0.4354
S 2.607 -1.787 2.251  0.0486
H 4.809 -1.015 -0.381  0.2658
H 5.514 -2.821 1.378  0.3434
H 4.748 -3.469 -0.084  0.3535
H 3.679 -3.925 2.468  0.4255
H 2.654 -3.866 1.014  0.3453
F -1.741 -0.373 -0.098  -0.1499
C -0.430 -0.549 -0.301  0.3324
F -0.141 -0.562 -1.571  -0.1577
F -0.095 -1.772 0.264  -0.2006
C 1.015 5.085 1.066  -0.9654
Si -0.160 4.145 0.017  0.3498
C 0.310 3.872 -1.732  -0.9687
C -1.942 4.215 0.426  -0.9528
O 0.200 2.263 0.750  0.2728
H 1.217 6.044 0.578  0.3756
H 1.980 4.582 1.162  0.3495
H 0.616 5.301 2.057  0.3366
H 0.003 4.758 -2.298  0.3918
H -0.214 3.022 -2.172  0.3659
H 1.386 3.758 -1.871  0.3442
H -2.294 5.232 0.220  0.3861
H -2.122 4.033 1.488  0.3446
H -2.551 3.540 -0.176  0.3517


(4)
Below is a molecular structure, C37H47BN8RuS4 at a distorted geometry, with properties calculated with the ωB97M-V functional and the def2-TZVPD basis.

Results
Expectation value of S²: 0.780
Net charge: +3
HOMO level (spin up / spin down) in Eh: -0.5553 / -0.5547
Max |F| in eV Å⁻¹: 4.862
2S+1: 2
Kohn-Sham gap (spin up / spin down) in eV: 6.195 / 2.909

Last column: Löwdin spin population.
Positions of all 98 atoms, in Å:
Ru -0.893 -1.956 -0.661  0.0097
C 0.809 1.329 -4.204  0.0000
C 0.463 1.645 -2.779  -0.0010
C 0.211 2.921 -2.330  0.0003
C -0.144 3.166 -0.989  -0.0009
N -0.251 2.163 -0.129  -0.0006
N 0.002 0.945 -0.560  -0.0021
B -0.114 -0.200 0.464  0.0027
N 1.313 -0.620 0.922  0.0020
N 2.174 0.380 1.031  -0.0001
C 3.420 0.097 1.367  0.0010
C 3.818 -1.248 1.532  -0.0009
C 2.916 -2.281 1.406  0.0004
C 3.299 -3.728 1.501  0.0004
C 1.602 -1.895 1.113  -0.0013
S 0.271 -3.040 0.973  0.0124
C 4.351 1.289 1.520  0.0001
C 4.420 2.027 0.171  0.0001
C 3.754 2.228 2.581  0.0001
C 5.754 0.861 1.948  0.0000
N -1.013 0.154 1.666  0.0002
N -0.488 0.985 2.567  0.0004
C -1.215 1.263 3.633  -0.0003
C -2.472 0.642 3.833  0.0002
C -2.998 -0.218 2.906  -0.0004
C -4.298 -0.949 3.088  -0.0003
C -2.203 -0.410 1.765  -0.0009
S -2.769 -1.370 0.408  -0.0122
C -0.675 2.245 4.652  0.0000
C 0.705 2.754 4.251  0.0000
C -1.661 3.424 4.739  0.0000
C -0.580 1.540 6.017  0.0000
C 0.332 0.635 -1.814  -0.0009
S 0.535 -1.063 -2.203  -0.0120
C -0.405 4.547 -0.417  -0.0001
C -0.336 5.633 -1.492  0.0000
C -1.797 4.557 0.236  -0.0001
C 0.674 4.815 0.647  -0.0001
H 0.863 2.238 -4.798  0.0000
H 0.059 0.671 -4.646  0.0000
H 1.771 0.817 -4.271  0.0000
H 0.273 3.749 -3.025  0.0000
H 4.856 -1.477 1.735  -0.0001
H 4.335 -3.834 1.813  0.0000
H 3.182 -4.210 0.528  0.0001
H 2.671 -4.269 2.211  0.0001
H 3.428 2.361 -0.141  0.0000
H 4.842 1.389 -0.610  0.0000
H 5.063 2.902 0.273  0.0000
H 2.768 2.585 2.277  0.0000
H 4.411 3.089 2.709  0.0000
H 3.665 1.727 3.548  0.0000
H 6.246 0.236 1.199  0.0000
H 5.748 0.335 2.906  0.0000
H 6.368 1.752 2.074  0.0000
H -3.017 0.834 4.748  0.0000
H -4.804 -0.620 3.992  0.0000
H -4.117 -2.023 3.170  -0.0001
H -4.969 -0.793 2.241  -0.0001
H 0.680 3.257 3.284  0.0000
H 1.428 1.939 4.200  0.0000
H 1.049 3.469 4.998  0.0000
H -1.761 3.929 3.774  0.0000
H -1.284 4.149 5.461  0.0000
H -2.654 3.116 5.073  0.0000
H 0.062 0.658 5.964  0.0000
H -1.554 1.238 6.404  0.0000
H -0.145 2.229 6.741  0.0000
H -1.093 5.496 -2.267  0.0000
H 0.651 5.691 -1.958  0.0000
H -0.525 6.598 -1.024  0.0000
H -2.583 4.400 -0.505  0.0000
H -1.967 5.529 0.700  0.0000
H -1.878 3.787 1.006  0.0000
H 1.671 4.845 0.199  0.0000
H 0.661 4.046 1.419  0.0000
H 0.487 5.784 1.111  0.0000
S -4.233 -6.168 -4.681  0.0071
C -3.368 -5.038 -3.613  -0.0014
C -2.397 -5.490 -2.719  0.0010
C -1.757 -4.588 -1.902  0.0007
N -2.037 -3.270 -1.938  0.0038
C -2.991 -2.828 -2.780  0.0000
C -3.671 -3.677 -3.622  0.0008
C -2.974 -6.254 -5.954  -0.0152
C -3.042 -5.397 -7.040  0.0473
C -2.053 -5.502 -8.011  0.0802
N -1.052 -6.381 -7.948  0.7074
C -1.022 -7.212 -6.906  0.0801
C -1.960 -7.192 -5.881  0.0466
H -2.155 -6.542 -2.655  0.0003
H -1.006 -4.916 -1.195  0.0001
H -3.207 -1.768 -2.770  0.0000
H -4.436 -3.287 -4.280  0.0001
H -3.847 -4.681 -7.138  0.0062
H -2.072 -4.856 -8.880  0.0164
H -0.217 -7.937 -6.894  0.0165
H -1.905 -7.901 -5.066  0.0061


(5)
Below is C4H6N2O in the gas phase at a distorted geometry, with properties calculated with the ωB97M-V functional and the def2-TZVPD basis.

Results
Net charge: 0
HOMO level in Eh: -0.2741
Max |F| in eV Å⁻¹: 1.142
Energy relative to the best compared isomer or geometry (same formula, charge and spin) in kcal per mole: 36.1
Kohn-Sham gap in eV: 8.332
SMILES string: Nc1ccc(O)[nH]1

Last column: Mulliken charge in e.
Positions of all 13 atoms, in Å:
N -2.247 -0.388 0.157  -0.5026
C -0.897 -0.018 0.098  0.1795
C -0.325 1.207 0.199  -0.3610
C 1.116 1.034 0.129  -0.5065
C 1.332 -0.272 -0.093  0.0638
O 2.471 -0.999 -0.260  -0.5193
N 0.116 -1.005 -0.023  -0.3338
H -2.492 -1.187 -0.415  0.2561
H -2.860 0.395 -0.037  0.2560
H -0.840 2.152 0.296  0.3745
H 1.880 1.785 0.250  0.4558
H 2.481 -1.268 -1.190  0.3411
H 0.281 -1.438 0.889  0.2962